1 | 9
Properties=species:S:1:pos:R:3:nbo_charge:R:1 method="wB97M-V/def2-TZVPD" gap_ev="8.504 / 8.726" charge=+1 lumo_energy_ev="-6.423 / -6.783" e_homo_ev="-14.93 / -15.51"
C 0.94 1.60 -0.15 0.091
C -0.96 0.02 -0.08 0.329
N -0.06 0.85 -0.01 -0.339
N -0.27 -2.05 -0.12 -0.626
Cl -2.50 0.02 -0.18 0.341
H 1.53 1.66 -1.06 0.239
H 1.48 2.14 0.71 0.252
H -0.88 -2.09 0.69 0.345
H 0.75 -2.15 0.19 0.367

2 | 9
Properties=species:S:1:pos:R:3:nbo_charge:R:1 method="wB97M-V/def2-TZVPD" gap_ev=9.468 charge=+1 lumo_energy_ev=-6.360 e_homo_ev=-15.83 smiles="CN1[NH+]=C1Cl"
C -0.39 0.64 0.04 -0.485
N -0.58 -0.75 0.18 -0.145
N 0.11 -2.08 0.46 -0.368
C -1.29 -1.71 0.64 0.584
Cl -3.02 -2.16 1.41 0.172
H 0.64 0.88 -0.24 0.279
H -0.83 1.03 -0.93 0.298
H -0.55 1.17 0.97 0.264
H 0.69 -2.25 1.38 0.403

Referenced to the most stable arrangement, the calculated values in kJ/mol are 1 0.0; 2 51.7.

1 | 22
Properties=species:S:1:pos:R:3:nbo_charge:R:1 method="wB97M-V/def2-TZVPD" gap_ev=9.848 charge=0 lumo_energy_ev=0.655 e_homo_ev=-9.19 smiles="[H]/N=C/NCC.O.O.O"
H -0.18 0.86 2.72 0.385
N -0.37 0.59 1.75 -0.744
C -1.12 1.18 0.90 0.307
N -1.15 0.67 -0.48 -0.662
C -1.22 1.62 -1.63 -0.212
C -0.09 1.44 -2.56 -0.638
H -1.93 2.01 1.12 0.157
H -0.82 -0.22 -0.48 0.371
H -1.45 2.75 -1.18 0.209
H -2.30 1.50 -2.13 0.185
H -0.22 1.88 -3.51 0.223
H 0.15 0.38 -2.83 0.220
H 0.83 1.94 -2.07 0.217
O 1.63 -3.12 -0.82 -0.929
H 1.03 -3.24 -0.04 0.476
H 0.90 -3.29 -1.45 0.450
O 1.31 -1.38 1.07 -0.962
H 0.50 -0.91 0.69 0.484
H 2.04 -1.04 0.69 0.473
O 1.11 -1.10 3.58 -0.965
H 1.03 -1.79 2.85 0.505
H 0.31 -0.75 3.83 0.450

2 | 22
Properties=species:S:1:pos:R:3:nbo_charge:R:1 method="wB97M-V/def2-TZVPD" gap_ev=3.321 charge=0 lumo_energy_ev=-5.268 e_homo_ev=-8.59
C -0.13 2.22 1.34 -0.605
N 2.59 0.40 0.30 -0.223
C 2.29 -0.56 -0.61 -0.062
O 3.08 -1.75 -0.54 -0.664
C -0.67 1.16 0.38 -0.205
N -1.23 0.03 1.07 -0.863
H 0.08 3.15 0.81 0.199
H -0.88 2.44 2.11 0.206
H 0.75 1.87 1.89 0.188
H 1.24 -0.96 -0.45 0.364
H 2.45 -0.15 -1.62 0.267
H 3.90 -1.61 -0.05 0.480
H -1.35 1.66 -0.28 0.173
H 0.13 0.79 -0.21 0.156
H -2.25 0.12 1.06 0.369
H -1.13 -0.83 0.52 0.384
H -0.87 -1.68 -2.27 0.439
H 2.95 -0.08 1.14 0.338
O -1.18 -1.07 -1.60 -0.895
H -2.48 -1.46 -1.18 0.474
H -4.00 -1.92 -1.22 0.451
O -3.29 -1.76 -0.59 -0.971

3 | 22
Properties=species:S:1:pos:R:3:nbo_charge:R:1 method="wB97M-V/def2-TZVPD" gap_ev=9.069 charge=0 lumo_energy_ev=0.523 e_homo_ev=-8.55 smiles=NCNCCO.O.O
N 1.26 0.94 -1.71 -0.827
C 0.44 -0.22 -2.14 -0.053
N -0.70 -0.57 -1.30 -0.667
C -0.53 -1.71 -0.41 -0.258
C -0.29 -1.48 1.02 -0.089
O 0.91 -0.77 1.37 -0.760
H 1.56 0.81 -0.75 0.345
H 0.59 1.70 -1.62 0.339
H 0.11 -0.03 -3.16 0.178
H 1.17 -1.04 -2.21 0.169
H -1.12 0.23 -0.85 0.395
H -1.48 -2.29 -0.49 0.205
H 0.21 -2.41 -0.84 0.191
H -1.10 -0.90 1.50 0.187
H -0.26 -2.42 1.62 0.178
H 1.65 -1.16 0.89 0.480
O -1.52 2.23 0.28 -0.988
H -1.18 2.02 1.18 0.510
H -1.03 2.92 -0.17 0.475
O 0.15 1.63 2.49 -0.994
H 0.40 0.79 2.06 0.502
H 0.75 1.72 3.23 0.482

4 | 22
Properties=species:S:1:pos:R:3:nbo_charge:R:1 method="wB97M-V/def2-TZVPD" gap_ev=8.277 charge=0 lumo_energy_ev=0.732 e_homo_ev=-7.55 smiles="C/C(N)=C/N.O.O.O"
C -0.65 -2.89 -0.90 -0.637
C -0.63 -1.43 -0.53 0.139
N 0.62 -0.94 -0.16 -0.856
C -1.77 -0.74 -0.47 -0.146
N -1.85 0.67 -0.30 -0.859
H -0.95 -3.50 -0.05 0.220
H -1.38 -3.08 -1.69 0.222
H 0.31 -3.23 -1.29 0.209
H 1.42 -1.45 -0.49 0.388
H 0.80 0.05 -0.12 0.399
H -2.65 -1.31 -0.74 0.183
H -1.56 0.93 0.64 0.376
H -2.77 0.98 -0.35 0.365
O 0.63 2.52 -1.22 -0.968
H 0.09 3.26 -1.51 0.487
H 0.10 1.74 -1.44 0.495
O 0.26 0.46 2.64 -0.964
H -0.09 -0.14 3.30 0.469
H 0.47 -0.11 1.89 0.486
O 2.53 1.38 0.37 -0.976
H 1.92 1.92 -0.16 0.493
H 2.38 1.71 1.26 0.473

Referenced to the most stable arrangement, the calculated values in kJ/mol are 1 272.5; 2 755.1; 3 46.4; 4 0.0.

1 | 22
Properties=species:S:1:pos:R:3:nbo_charge:R:1 method="wB97M-V/def2-TZVPD" gap_ev=9.684 charge=0 lumo_energy_ev=0.677 e_homo_ev=-9.01 smiles=NCCNCO.O.O
N -1.10 -1.21 1.50 -0.868
C -1.92 -0.78 0.33 -0.241
C -1.91 0.76 0.27 -0.234
N -0.61 1.37 0.11 -0.658
C 0.01 1.27 -1.22 0.060
O 1.00 2.27 -1.38 -0.724
H -0.74 -0.38 2.01 0.349
H -1.61 -1.67 2.24 0.364
H -2.86 -1.37 0.35 0.201
H -1.38 -1.15 -0.52 0.166
H -2.46 1.05 -0.64 0.199
H -2.44 1.20 1.13 0.197
H 0.13 1.06 0.73 0.363
H 0.50 0.26 -1.13 0.186
H -0.60 1.43 -2.12 0.164
H 0.57 3.08 -1.08 0.467
O 1.04 -1.91 -1.16 -0.959
H 0.23 -2.14 -1.62 0.487
H 1.04 -1.94 -0.20 0.480
O 2.89 -1.08 1.48 -0.944
H 2.28 -1.73 1.14 0.464
H 3.14 -0.41 0.85 0.484

2 | 22
Properties=species:S:1:pos:R:3:nbo_charge:R:1 method="wB97M-V/def2-TZVPD" gap_ev=10.185 charge=0 lumo_energy_ev=0.690 e_homo_ev=-9.50 smiles=NC[C@H](N)CO.O.O
N -2.73 0.44 0.86 -0.855
C -1.48 -0.30 1.20 -0.234
C -0.50 -0.27 0.05 -0.094
N -0.03 1.11 -0.23 -0.886
C -1.04 -0.71 -1.28 -0.063
O 0.06 -0.93 -2.16 -0.735
H -3.50 -0.15 0.98 0.362
H -2.83 1.25 1.45 0.362
H -1.00 0.24 1.94 0.197
H -1.71 -1.30 1.52 0.189
H 0.34 -0.79 0.13 0.202
H -0.81 1.69 -0.36 0.366
H 0.59 1.53 0.56 0.375
H -1.73 -0.02 -1.82 0.181
H -1.52 -1.69 -1.15 0.175
H 0.42 -0.04 -2.29 0.469
O 2.10 0.10 2.32 -0.962
H 2.44 -0.69 1.88 0.482
H 2.69 0.89 2.07 0.483
O 2.81 0.26 -1.00 -0.973
H 2.00 0.91 -1.06 0.486
H 2.39 -0.57 -1.27 0.473

Referenced to the most stable arrangement, the calculated values in kJ/mol are 1 60.9; 2 0.0.

1 | 16
Properties=species:S:1:pos:R:3:nbo_charge:R:1 method="wB97M-V/def2-TZVPD" gap_ev=10.977 charge=+1 lumo_energy_ev=-3.319 e_homo_ev=-14.30 smiles="CP/[NH+]=C(/C)N"
C -2.71 0.52 0.44 -0.927
P -1.65 -0.86 -0.23 0.736
N -0.12 0.11 -0.25 -0.809
C 1.07 -0.44 -0.15 0.567
C 2.41 0.28 -0.15 -0.678
N 1.23 -1.72 -0.23 -0.703
H -2.68 0.49 1.55 0.246
H -3.84 0.53 0.21 0.286
H -2.36 1.41 0.14 0.215
H -2.18 -0.54 -1.50 -0.013
H -0.26 1.23 -0.04 0.458
H 3.05 -0.15 0.58 0.248
H 2.25 1.35 0.09 0.247
H 2.93 0.30 -1.09 0.276
H 2.18 -2.10 0.04 0.440
H 0.44 -2.26 -0.14 0.413

2 | 16
Properties=species:S:1:pos:R:3:nbo_charge:R:1 method="wB97M-V/def2-TZVPD" gap_ev="7.452 / 7.334" charge=+1 lumo_energy_ev="-5.801 / -6.074" e_homo_ev="-13.25 / -13.41"
C 0.25 -0.34 2.93 -0.696
C -1.10 -0.30 -2.22 -0.444
C -0.09 -0.63 1.51 -0.378
N 2.09 0.81 0.30 -1.171
N 0.13 0.55 -1.89 -0.758
P 0.58 0.61 0.39 1.444
H -0.69 0.07 3.54 0.262
H 1.05 0.36 3.11 0.251
H 0.60 -1.28 3.34 0.282
H -2.03 0.37 -2.44 0.240
H -0.94 -0.74 -3.20 0.240
H -1.36 -0.95 -1.31 0.219
H -1.01 -1.02 1.25 0.218
H 2.75 1.47 0.60 0.439
H 0.97 -0.01 -1.97 0.424
H 0.10 1.51 -2.15 0.429

Referenced to the most stable arrangement, the calculated values in kJ/mol are 1 0.0; 2 384.8.

1 | 16
Properties=species:S:1:pos:R:3:nbo_charge:R:1 method="wB97M-V/def2-TZVPD" gap_ev=10.493 charge=0 lumo_energy_ev=0.834 e_homo_ev=-9.66 smiles="C=NS(=O)(=O)N(C)C"
C -2.01 1.83 1.24 -0.048
N -1.38 1.42 0.25 -0.584
S -1.68 -0.42 -0.36 2.320
O -2.07 -0.49 -1.72 -0.886
O -2.50 -1.05 0.68 -0.931
N -0.16 -1.07 -0.18 -0.667
C 0.92 -0.76 -1.05 -0.434
C 0.25 -1.22 1.23 -0.422
H -1.89 2.84 1.70 0.183
H -2.85 1.33 1.75 0.178
H 0.74 -1.16 -2.09 0.217
H 0.93 0.29 -1.34 0.216
H 1.79 -1.28 -0.67 0.222
H -0.62 -1.19 1.92 0.244
H 0.76 -2.23 1.48 0.207
H 0.85 -0.45 1.49 0.186

2 | 16
Properties=species:S:1:pos:R:3:nbo_charge:R:1 method="wB97M-V/def2-TZVPD" gap_ev=8.588 charge=0 lumo_energy_ev=0.415 e_homo_ev=-8.17
C 1.18 0.77 0.64 0.715
C -0.02 -1.22 -0.73 -0.106
C -0.13 0.14 0.79 -0.173
N -0.17 -0.65 -1.99 -0.817
N -1.33 0.90 0.48 -0.882
O 1.11 1.88 -0.13 -0.663
O 2.27 0.34 1.04 -0.607
S -0.06 -1.09 2.15 -0.106
H 1.00 -1.58 -0.39 0.224
H -0.83 -1.88 -0.51 0.197
H -1.10 -0.36 -2.03 0.366
H 0.52 0.02 -2.48 0.404
H 0.21 1.92 -0.38 0.494
H -2.07 0.27 0.12 0.368
H -1.86 1.35 1.31 0.387
H 1.28 -0.82 2.10 0.201

Referenced to the most stable arrangement, the calculated values in kJ/mol are 1 109.7; 2 0.0.

1 | 16
Properties=species:S:1:pos:R:3:nbo_charge:R:1 method="wB97M-V/def2-TZVPD" gap_ev=9.389 charge=0 lumo_energy_ev=0.610 e_homo_ev=-8.78
C -0.59 1.02 -0.06 -0.109
C 0.25 -1.29 -0.31 -0.458
C -2.66 0.33 1.06 -0.049
N 0.48 -0.01 0.29 -0.665
N -2.08 0.83 0.00 -0.383
O 2.74 -1.11 0.48 -0.906
O 2.87 1.17 -0.85 -0.882
S 2.40 0.26 0.49 1.648
H -0.31 2.00 0.30 0.211
H -0.42 1.29 -1.12 0.169
H 0.89 -2.11 -0.01 0.240
H -0.80 -1.70 -0.07 0.201
H 0.08 -1.23 -1.46 0.160
H -2.13 -0.26 1.76 0.158
H -3.71 0.26 1.08 0.173
H 3.00 0.53 -1.58 0.489

2 | 16
Properties=species:S:1:pos:R:3:nbo_charge:R:1 method="wB97M-V/def2-TZVPD" gap_ev=9.890 charge=0 lumo_energy_ev=0.433 e_homo_ev=-9.46
H 3.26 -0.41 0.09 0.346
N 2.66 -1.35 -0.06 -0.633
C 1.55 -0.73 0.02 0.248
N 1.30 0.65 -0.25 -0.357
O 2.42 1.28 0.16 -0.549
S -0.08 -1.50 -0.11 0.202
C -0.99 -0.46 1.05 -0.287
O -1.76 0.67 0.49 -0.567
C -2.39 0.21 -0.75 -0.300
H 0.42 0.93 0.04 0.384
H 3.02 1.42 -0.72 0.474
H -0.06 0.26 1.62 0.222
H -1.72 -1.12 1.73 0.238
H -3.10 -0.76 -0.72 0.175
H -1.63 -0.20 -1.51 0.196
H -2.92 1.11 -1.10 0.207

Referenced to the most stable arrangement, the calculated values in kJ/mol are 1 0.0; 2 140.5.

1 | 19
Properties=species:S:1:pos:R:3:nbo_charge:R:1 method="wB97M-V/def2-TZVPD" gap_ev=8.819 charge=0 lumo_energy_ev=0.578 e_homo_ev=-8.24 smiles="C=C/C=C/C.O.O"
C -1.45 1.94 -3.24 -0.403
C -1.36 1.34 -2.04 -0.191
C -1.37 -0.10 -1.73 -0.234
C -1.80 -0.58 -0.56 -0.154
C -1.76 -2.06 -0.22 -0.644
H -1.88 2.87 -3.62 0.212
H -0.82 1.47 -4.01 0.183
H -1.48 1.88 -1.10 0.187
H -0.84 -0.77 -2.42 0.194
H -1.81 0.13 0.26 0.197
H -0.86 -2.20 0.39 0.220
H -1.74 -2.64 -1.14 0.216
H -2.62 -2.23 0.44 0.217
O 3.79 0.57 4.43 -0.931
H 4.65 0.10 4.48 0.474
H 3.19 -0.13 4.66 0.465
O 2.45 0.30 1.74 -0.977
H 2.97 -0.08 1.04 0.479
H 2.74 0.20 2.64 0.490

2 | 19
Properties=species:S:1:pos:R:3:nbo_charge:R:1 method="wB97M-V/def2-TZVPD" gap_ev=9.294 charge=0 lumo_energy_ev=-0.480 e_homo_ev=-9.77
C 0.00 -1.41 -0.45 -0.652
C 0.59 -0.02 0.16 -0.145
C 1.85 0.49 -0.52 -0.619
C 0.57 0.07 1.64 -0.635
C -0.63 0.81 -0.41 -0.109
H 0.32 -2.51 0.34 0.202
H -1.40 -1.48 -0.61 0.250
H 0.63 -1.59 -1.49 0.225
H 2.62 -0.23 -0.39 0.224
H 2.05 1.49 -0.09 0.222
H 1.40 0.66 -1.70 0.219
H 0.01 -0.94 2.09 0.249
H 1.85 -0.12 1.66 0.213
H 0.09 1.23 1.93 0.241
H -0.96 0.06 -1.49 0.227
H -0.30 1.89 -0.32 0.197
H -3.86 -0.01 -0.17 0.453
O -1.84 0.50 0.31 -0.348
O -3.00 1.12 -0.50 -0.414

3 | 19
Properties=species:S:1:pos:R:3:nbo_charge:R:1 method="wB97M-V/def2-TZVPD" gap_ev=9.533 charge=0 lumo_energy_ev=0.767 e_homo_ev=-8.77 smiles="C/C=C(/O)CC.O"
C -1.41 1.33 -1.41 -0.637
C -1.42 0.40 -0.23 -0.301
C -0.43 0.16 0.64 0.313
O -0.67 -0.79 1.60 -0.701
C 0.92 0.81 0.70 -0.471
C 2.10 -0.17 0.63 -0.606
H -0.40 1.61 -1.71 0.207
H -1.89 0.84 -2.27 0.218
H -1.98 2.25 -1.21 0.217
H -2.35 -0.15 -0.05 0.213
H 0.14 -0.96 2.09 0.480
H 0.98 1.39 1.63 0.215
H 1.01 1.54 -0.11 0.223
H 2.11 -0.87 1.47 0.191
H 2.06 -0.76 -0.29 0.223
H 3.05 0.37 0.66 0.218
O -0.41 -2.51 -0.87 -0.947
H -0.43 -1.62 -1.24 0.469
H -0.81 -2.36 -0.01 0.476

4 | 19
Properties=species:S:1:pos:R:3:nbo_charge:R:1 method="wB97M-V/def2-TZVPD" gap_ev=10.645 charge=0 lumo_energy_ev=0.961 e_homo_ev=-9.68 smiles=CO[C@@H](C)CCO
C 0.47 1.00 2.07 -0.329
O -0.30 0.55 0.84 -0.605
C 0.52 -0.15 -0.09 0.109
C 1.34 -1.33 0.46 -0.651
C -0.41 -0.59 -1.21 -0.444
C -1.34 0.54 -1.70 -0.055
O -2.41 0.79 -0.82 -0.730
H 1.53 1.24 1.82 0.185
H 0.04 0.01 2.30 0.274
H 0.04 1.95 2.43 0.201
H 1.21 0.62 -0.45 0.157
H 0.70 -2.15 0.80 0.211
H 1.99 -1.03 1.29 0.216
H 1.99 -1.72 -0.34 0.222
H -1.03 -1.43 -0.89 0.211
H 0.21 -0.94 -2.05 0.212
H -0.73 1.45 -1.87 0.150
H -1.78 0.25 -2.65 0.179
H -2.02 0.95 0.05 0.487

Referenced to the most stable arrangement, the calculated values in kJ/mol are 1 202.9; 2 1101.7; 3 0.0; 4 163.4.

1 | 51
Properties=species:S:1:pos:R:3:nbo_charge:R:1 method="wB97M-V/def2-TZVPD" gap_ev=9.003 charge=0 lumo_energy_ev=0.646 e_homo_ev=-8.36 smiles="COc1ccccc1CNC(=O)CCC(=O)N1C[C@H](C)Sc2ccccc21"
C 0.82 0.53 4.97 -0.251
O 0.40 1.39 3.94 -0.512
C 1.24 2.37 3.51 0.385
C 2.53 2.57 3.99 -0.324
C 3.31 3.60 3.48 -0.191
C 2.81 4.44 2.51 -0.245
C 1.53 4.24 2.03 -0.180
C 0.73 3.22 2.51 -0.100
C -0.67 3.00 1.99 -0.245
N -0.82 1.67 1.44 -0.632
C -1.75 0.81 1.87 0.688
O -2.65 1.11 2.64 -0.639
C -1.62 -0.59 1.27 -0.493
C -1.79 -0.61 -0.25 -0.495
C -0.47 -0.49 -0.98 0.711
O 0.50 0.07 -0.49 -0.654
N -0.37 -1.07 -2.20 -0.463
C 0.94 -1.21 -2.80 -0.237
C 1.52 -2.59 -2.51 -0.313
C 2.91 -2.77 -3.09 -0.617
S 0.41 -3.87 -3.25 0.253
C -1.13 -3.03 -3.43 -0.216
C -2.12 -3.69 -4.14 -0.205
C -3.36 -3.11 -4.33 -0.201
C -3.61 -1.84 -3.83 -0.218
C -2.63 -1.17 -3.13 -0.231
C -1.39 -1.76 -2.89 0.188
H -0.03 -0.13 5.15 0.205
H 1.68 -0.07 4.66 0.173
H 1.06 1.08 5.88 0.177
H 2.94 1.93 4.75 0.217
H 4.31 3.74 3.87 0.212
H 3.42 5.24 2.12 0.212
H 1.13 4.89 1.26 0.209
H -0.90 3.75 1.23 0.194
H -1.40 3.07 2.81 0.246
H -0.08 1.32 0.84 0.430
H -2.39 -1.21 1.73 0.235
H -0.64 -0.99 1.55 0.228
H -2.43 0.23 -0.55 0.240
H -2.29 -1.53 -0.56 0.236
H 1.59 -0.44 -2.36 0.255
H 0.87 -1.04 -3.88 0.209
H 1.52 -2.76 -1.43 0.220
H 3.26 -3.78 -2.90 0.222
H 2.90 -2.60 -4.16 0.216
H 3.60 -2.06 -2.62 0.220
H -1.90 -4.67 -4.54 0.221
H -4.12 -3.64 -4.89 0.219
H -4.56 -1.37 -4.00 0.220
H -2.81 -0.18 -2.77 0.220

2 | 51
Properties=species:S:1:pos:R:3:nbo_charge:R:1 method="wB97M-V/def2-TZVPD" gap_ev=8.917 charge=0 lumo_energy_ev=0.444 e_homo_ev=-8.47 smiles="C[C@@H]1Cc2cc(S(=O)(=O)NCc3ccccc3)ccc2N1C(=O)C1CCC1"
C -1.91 -3.38 -0.01 -0.615
C -1.55 -2.03 -0.63 -0.028
C -0.21 -2.13 -1.39 -0.422
C 0.77 -1.60 -0.40 -0.056
C 2.15 -1.59 -0.43 -0.184
C 2.81 -0.98 0.62 -0.353
S 4.59 -0.79 0.49 2.320
O 5.11 -0.31 1.73 -0.940
O 5.14 -1.97 -0.11 -0.938
N 4.79 0.43 -0.64 -0.845
C 4.33 1.75 -0.27 -0.264
C 2.84 1.96 -0.34 -0.046
C 2.17 2.57 0.71 -0.216
C 0.80 2.75 0.66 -0.185
C 0.08 2.32 -0.44 -0.224
C 0.74 1.72 -1.49 -0.218
C 2.11 1.54 -1.45 -0.173
C 2.14 -0.40 1.68 -0.164
C 0.76 -0.40 1.72 -0.252
C 0.08 -0.98 0.65 0.259
N -1.29 -1.05 0.43 -0.467
C -2.22 -0.26 1.04 0.705
O -1.92 0.50 1.94 -0.611
C -3.63 -0.34 0.48 -0.314
C -3.83 0.39 -0.86 -0.396
C -4.89 1.29 -0.21 -0.401
C -4.62 0.63 1.15 -0.397
H -2.12 -4.11 -0.79 0.214
H -1.08 -3.74 0.59 0.218
H -2.79 -3.29 0.63 0.211
H -2.35 -1.68 -1.28 0.214
H 0.01 -3.15 -1.69 0.227
H -0.21 -1.51 -2.29 0.220
H 2.71 -2.05 -1.22 0.234
H 4.53 0.12 -1.56 0.393
H 4.84 2.47 -0.93 0.218
H 4.69 1.90 0.75 0.235
H 2.72 2.90 1.57 0.214
H 0.28 3.22 1.49 0.220
H -0.99 2.46 -0.47 0.214
H 0.19 1.39 -2.36 0.207
H 2.61 1.08 -2.28 0.193
H 2.72 0.04 2.47 0.243
H 0.22 0.06 2.53 0.259
H -3.97 -1.38 0.47 0.221
H -4.20 -0.23 -1.68 0.208
H -2.94 0.93 -1.20 0.206
H -4.68 2.36 -0.25 0.207
H -5.90 1.12 -0.59 0.204
H -4.12 1.28 1.87 0.238
H -5.48 0.16 1.62 0.207

Referenced to the most stable arrangement, the calculated values in kJ/mol are 1 0.0; 2 119.5.